Density functional theory data (ωB97M-V/def2-TZVPD) for a molecular structure, C22H34FGaN5O8 in a non-equilibrium geometry.

```
71
Properties=species:S:1:pos:R:3:forces:R:3:lowdin_charge:R:1
O -2.87171 -2.56072 -2.59292 -0.935 -1.701 3.208 -0.16
H -3.73880 -2.79744 -2.22874 0.325 -0.261 0.370 0.07
Ga -0.24924 -1.04364 -3.28520 -4.390 1.006 -1.876 0.40
N 1.60417 -1.55245 -3.71434 2.629 0.562 -2.701 -0.14
N 0.31564 0.20941 -4.85946 3.438 -0.301 -1.855 -0.02
O 2.25774 -2.31925 -2.89443 -0.111 -0.449 -0.151 -0.16
O -0.18112 1.41019 -5.23797 -0.359 0.709 -0.185 -0.03
C 2.09494 -1.25247 -4.94070 -0.509 -2.219 3.394 -0.23
C 1.37459 -0.22018 -5.57300 -3.715 2.455 0.815 -0.21
C 3.28667 -1.92427 -5.49788 0.337 -0.029 -0.188 -0.01
C 1.78258 0.43108 -6.84307 0.389 0.115 -0.122 0.01
H 3.56451 -2.78131 -4.87929 -0.051 0.227 -0.035 0.08
H 4.13070 -1.22487 -5.55034 0.003 -0.231 -0.018 0.09
H 3.07210 -2.26892 -6.51674 0.099 0.099 0.125 0.10
H 1.37551 1.44333 -6.90556 0.016 -0.279 0.046 0.09
H 1.41534 -0.14960 -7.69963 0.072 0.090 0.155 0.11
H 2.87573 0.47301 -6.90417 -0.169 -0.041 -0.104 0.09
H 0.71835 -3.02036 -2.59045 -0.310 -0.353 0.079 0.08
H -0.06707 1.99761 -4.40865 -0.558 -0.562 -0.619 0.08
O 2.88317 0.41580 -1.81150 0.197 -0.311 -0.401 -0.04
H 2.90809 -0.51797 -2.11281 -0.002 0.386 0.198 0.03
H 3.12266 0.94367 -2.58771 -0.090 -0.221 0.238 0.05
C -2.36792 -1.61717 -4.36565 3.479 2.826 -2.666 -0.14
H -3.18695 -1.06357 -3.92769 0.155 0.056 -0.117 0.00
H -2.58396 -2.63415 -4.67281 0.088 0.121 -0.064 -0.01
H -2.02019 -1.03668 -5.25067 -0.594 -0.284 -0.209 -0.03
O -0.26343 -2.94306 -2.81501 0.859 -2.948 0.574 -0.05
H -2.15307 -2.94993 -2.06697 -0.603 -0.037 0.105 0.04
H -0.45540 -3.57514 -3.53042 -0.050 0.453 0.147 0.12
F -1.35248 -2.78990 3.23214 0.310 0.921 -0.292 0.03
C -0.79836 -1.61661 2.75553 -0.061 -0.578 -0.197 -0.15
C -0.40868 -1.60159 1.43639 0.069 0.751 0.223 0.12
C 0.06426 -0.39232 0.87847 0.151 0.077 1.375 -0.03
C 0.14136 -0.18147 -0.52757 0.410 -0.978 -1.877 -0.22
O 0.14384 -1.15958 -1.35422 -0.205 1.464 2.196 0.04
C 0.22078 1.17132 -0.95610 0.197 0.951 0.682 -0.04
C 0.77012 2.12113 -0.12300 -0.605 -1.276 0.135 0.08
N 0.93538 1.86402 1.20795 -0.976 -1.605 -0.974 0.02
C 1.56467 2.80731 2.03807 0.668 1.211 0.660 -0.27
C 2.61239 3.70276 1.44261 0.435 -0.063 0.133 -0.07
C 1.27780 4.26134 1.80711 -0.338 0.472 0.436 -0.08
C 0.35728 0.69561 1.74300 0.214 0.318 -0.542 -0.08
C 0.00622 0.63521 3.09312 -0.513 -0.799 0.553 0.06
C -0.69285 -0.48731 3.60267 0.535 0.378 -0.983 -0.13
N -1.30563 -0.40118 4.85978 0.362 0.431 0.348 -0.09
C -2.05706 0.81739 5.12102 0.020 0.045 -0.220 -0.13
C -2.01796 1.15989 6.60145 0.437 0.196 -0.504 -0.08
N -2.47069 -0.05318 7.33037 -0.748 0.344 1.070 0.04
C -1.73247 -1.30277 7.06272 0.582 -0.390 -0.503 -0.09
C -1.81645 -1.55611 5.56502 0.188 -0.130 -0.091 -0.13
C -0.29439 1.52281 -2.29725 -0.557 -0.199 -1.729 -0.52
O 0.12984 2.52534 -2.91785 -0.215 -0.603 0.981 0.04
O -1.17936 0.68559 -2.76139 1.324 1.306 1.100 -0.01
H -0.51663 -2.47327 0.79996 -0.149 0.103 0.086 0.15
H 1.07322 3.09343 -0.50414 -0.206 -0.293 0.015 0.15
H 1.74021 2.49115 3.06227 -0.047 -0.083 -0.396 0.14
H 3.44469 3.94966 2.10108 -0.106 -0.068 -0.405 0.11
H 2.83723 3.57386 0.38321 0.128 0.035 0.408 0.11
H 0.59641 4.51066 0.99097 0.139 -0.004 0.411 0.11
H 1.22273 4.88061 2.70278 -0.086 0.019 -0.418 0.11
H 0.19919 1.49490 3.74306 -0.182 -0.487 -0.291 0.11
H -3.11433 0.69356 4.80003 0.225 0.088 0.093 0.15
H -1.62893 1.64179 4.54002 -0.316 -0.218 0.271 0.13
H -1.01179 1.39317 6.95784 -0.083 -0.028 -0.152 0.15
H -2.69591 1.98495 6.83911 0.089 -0.198 0.052 0.15
H -2.46247 0.13483 8.33833 -0.278 -0.041 -0.179 0.19
H -3.42861 -0.22185 7.02603 -0.359 0.022 0.322 0.18
H -2.19580 -2.10948 7.63238 -0.021 0.122 -0.004 0.15
H -0.70830 -1.15370 7.40559 -0.003 -0.064 -0.123 0.15
H -2.87067 -1.74639 5.28591 0.171 -0.170 0.071 0.15
H -1.22138 -2.43653 5.31930 -0.237 0.147 0.119 0.14
```
Forces are in eV/Å.

The value obtained for the molar mass is 585.26 g mol⁻¹. As for the LUMO energy: -3.5 eV. Its charge is +1. The calculation puts the HOMO energy at -7.9 eV. As for the orbital gap: 4.4 eV. The energy is -3758.63140 Eh.

=====

Density functional theory data (ωB97M-V/def2-TZVPD) for a molecular structure, C22H34FeN7S2 in a non-equilibrium geometry.

```
66
Properties=species:S:1:pos:R:3:forces:R:3:lowdin_spin:R:1
Fe -14.87547 -12.58059 2.53479 0.556 -0.788 -1.058 3.61
C -18.98483 -10.16517 4.12569 0.443 -0.809 0.206 0.00
C -18.59299 -10.89332 2.88178 -1.633 1.182 -0.086 0.00
N -19.41216 -11.17058 1.92828 -0.558 -0.327 -0.025 0.00
N -18.68897 -11.86070 0.99272 0.776 0.383 0.884 0.00
C -17.40709 -11.98655 1.38084 -1.311 -0.146 -0.936 0.01
S -16.28821 -12.91143 0.60453 1.050 -0.059 -0.340 0.07
N -17.31499 -11.24139 2.52732 0.919 -0.939 1.807 0.01
N -16.28806 -11.49056 3.54827 -1.243 0.302 -1.258 0.04
H -19.54102 -9.28114 3.87146 -0.193 0.367 -0.056 0.00
H -18.08933 -9.90440 4.68044 0.002 0.316 0.153 0.00
H -19.59742 -10.79679 4.78562 0.101 0.138 -0.339 0.00
H -19.14056 -12.32750 0.20124 0.284 0.410 0.431 0.00
H -15.94436 -10.59751 3.87916 -0.022 0.295 0.016 0.00
H -16.70984 -11.98558 4.33432 -0.113 0.057 -0.118 0.00
N -12.46530 -15.75233 2.26129 -0.958 0.302 -0.207 0.01
C -13.74569 -15.43912 1.98738 0.712 -0.338 -1.511 0.03
N -14.16227 -15.68837 0.71082 0.187 0.300 1.827 0.01
S -14.83827 -14.76322 3.14717 0.247 -1.333 0.345 0.09
H -11.96120 -16.27385 1.54436 0.190 0.289 0.642 0.00
H -12.00781 -15.44618 3.12133 -0.325 -0.388 -0.527 0.00
H -13.52875 -16.07657 0.01454 -0.499 0.119 0.178 0.00
H -15.16107 -15.60812 0.55463 0.347 -0.183 -0.304 0.00
C -12.77478 -13.08606 7.07909 -0.563 -0.364 -0.382 0.00
C -12.55801 -12.08174 5.98085 0.770 0.088 -0.357 0.00
C -12.02289 -10.79961 6.27070 0.315 -0.162 -0.536 0.19
C -11.73777 -9.88509 5.23328 -0.941 0.948 0.005 0.00
C -11.24962 -8.51560 5.65826 -0.117 -0.342 -0.371 -0.01
C -12.15691 -10.10247 3.90937 1.091 -2.178 1.336 0.14
C -12.63010 -11.41940 3.57807 -0.195 0.263 0.736 0.08
C -12.79074 -12.39307 4.65303 -0.500 0.002 -0.515 0.12
N -13.08252 -11.78036 2.34706 2.208 0.308 -0.417 0.48
C -12.42076 -11.34110 1.06945 0.691 0.362 -0.997 0.03
C -10.84793 -11.11726 0.99905 -1.591 -0.069 0.167 0.01
C -10.46308 -10.73162 -0.46057 -0.553 -0.072 0.282 0.00
C -11.21194 -9.45369 -0.84300 -0.381 0.471 -0.163 0.00
C -12.75081 -9.64474 -0.86932 1.172 -1.143 0.963 0.01
C -13.08395 -10.83713 -1.77137 -1.270 -0.455 -0.782 0.00
C -12.33144 -12.12261 -1.39449 0.852 0.633 -0.206 0.00
C -10.81948 -11.79890 -1.52488 0.795 -0.854 0.995 0.00
C -12.64350 -12.51926 0.04699 -0.296 -0.128 0.872 0.01
C -13.11236 -9.99517 0.62560 0.053 -0.657 -1.002 0.03
H -11.85716 -13.47680 7.50929 0.301 0.627 0.350 0.00
H -13.20873 -14.03057 6.68575 -0.396 0.820 0.236 0.00
H -13.41158 -12.56876 7.82576 0.376 -0.860 -0.091 0.00
H -11.74380 -10.49523 7.29902 -0.345 -0.425 -0.689 0.01
H -11.37257 -8.42181 6.71863 -0.026 0.230 0.558 0.00
H -11.83204 -7.74804 5.17333 -0.262 0.295 -0.124 0.00
H -10.21762 -8.29147 5.43158 0.404 -0.273 -0.189 0.00
H -11.97305 -9.40121 3.13584 -0.083 0.675 -0.370 0.01
H -13.08955 -13.43040 4.36681 0.243 1.125 0.384 0.01
H -10.35673 -12.01964 1.32355 0.325 -0.432 0.108 0.00
H -10.59770 -10.32992 1.69582 0.420 0.340 0.033 0.00
H -9.39478 -10.51745 -0.46821 0.057 -0.091 -0.047 0.00
H -10.91689 -9.14037 -1.83876 0.291 0.117 -0.173 0.00
H -10.94010 -8.65164 -0.15033 -0.050 0.079 -0.067 0.00
H -13.24332 -8.74397 -1.24067 -0.056 -0.051 0.321 0.00
H -12.93550 -10.67277 -2.86800 0.123 0.326 0.914 0.00
H -14.17264 -11.00654 -1.67527 0.208 -0.101 -0.069 0.00
H -12.56199 -12.94168 -2.09142 -0.219 0.236 0.251 0.00
H -10.56675 -11.34043 -2.48913 -0.245 -0.371 0.016 0.00
H -10.17476 -12.73495 -1.41443 -0.828 1.110 -0.061 0.00
H -11.99550 -13.37977 0.35703 -0.352 0.665 -0.093 0.00
H -13.68037 -12.86943 0.17393 0.214 0.103 -0.412 0.00
H -14.16929 -10.20027 0.78505 -0.481 0.439 -0.234 0.00
H -12.79895 -9.14103 1.24018 -0.121 -0.382 0.092 0.00
```
Forces are in eV/Å.

The value obtained for the molar mass is 516.54 g mol⁻¹. Its spin multiplicity is 6. As for the expectation value of S²: 8.80. As for the LUMO energy (alpha / beta): -5.6 / -8.0 eV. Its charge is +2. The calculation puts the HOMO energy (alpha / beta) at -14.1 / -14.6 eV. As for the orbital gap (alpha / beta): 8.5 / 6.6 eV. The energy is -3301.57842 Eh.

=====

Density functional theory data (ωB97M-V/def2-TZVPD) for a molecular structure, C22H34N11SZr.

```
69
Properties=species:S:1:pos:R:3:forces:R:3:lowdin_charge:R:1
Zr -0.64611 0.26129 -0.21643 -0.319 0.702 -0.023 1.31
C 3.88734 0.56988 1.36683 -0.013 -0.036 -0.023 -0.04
C 2.59023 0.37717 0.63713 0.047 0.025 0.231 -0.28
N 1.43349 0.55376 1.17393 0.018 -0.019 -0.087 -0.06
N 1.43055 0.82450 2.51054 0.102 0.002 0.107 -0.05
C 0.34384 1.43296 2.94364 -0.095 0.127 -0.034 -0.95
N 0.37444 1.71579 4.29597 -0.016 -0.056 0.011 0.03
S -1.01300 1.94158 2.05519 0.070 -0.148 -0.014 0.55
C 2.61658 -0.02177 -0.77476 -0.060 -0.096 -0.270 -0.22
C 3.79632 -0.03305 -1.51704 0.056 0.044 0.100 -0.03
C 3.75625 -0.42138 -2.84305 -0.030 -0.023 -0.083 -0.08
C 2.54389 -0.79386 -3.39991 0.046 0.030 0.071 -0.06
C 1.41077 -0.74841 -2.60230 -0.053 0.000 -0.089 -0.13
N 1.44794 -0.37653 -1.32580 0.118 -0.047 0.118 0.02
H 3.68596 0.75306 2.41652 0.012 -0.001 -0.006 0.05
H 4.42860 1.42658 0.95635 0.002 0.002 0.002 0.08
H 4.52803 -0.30870 1.26122 0.005 0.004 -0.007 0.08
H 1.04050 1.18686 4.83725 0.015 0.011 -0.022 0.07
H -0.52933 1.86822 4.70927 0.009 0.009 0.009 0.06
H 4.72815 0.27037 -1.06138 -0.011 -0.009 0.002 0.10
H 4.66236 -0.42900 -3.43678 0.007 0.001 0.010 0.10
H 2.46825 -1.10599 -4.43219 -0.020 0.001 -0.003 0.10
H 0.41800 -1.01387 -2.95380 -0.001 -0.007 0.013 0.07
C -0.37379 -2.05779 4.31694 -0.019 -0.005 0.001 -0.09
N -1.70003 -2.00506 3.74236 0.030 0.011 -0.011 -0.16
C -2.53584 -3.11746 4.15714 -0.012 -0.006 -0.002 -0.07
C -1.79267 -1.56157 2.41284 -0.039 0.090 0.098 -0.48
N -0.77102 -1.38631 1.63946 0.038 -0.055 -0.079 0.06
N -3.03725 -1.30180 1.98807 -0.011 -0.270 -0.057 0.12
C -3.42143 -1.08493 0.57363 -0.030 -0.045 0.005 -0.60
N -4.89472 -1.01712 0.63567 0.010 0.083 -0.024 0.07
N -2.83624 0.10776 0.11046 0.040 -0.016 0.137 -0.14
H -0.46758 -2.12097 5.40252 0.013 0.016 0.000 0.08
H 0.18148 -1.15684 4.06200 0.010 0.024 0.027 0.06
H 0.20111 -2.93436 3.97945 -0.006 -0.005 -0.003 0.09
H -2.74844 -3.04448 5.22592 0.002 -0.003 -0.002 0.08
H -2.04076 -4.08211 3.97294 0.003 0.001 -0.005 0.09
H -3.47797 -3.11842 3.61625 0.003 0.005 0.006 0.08
H 0.08547 -1.74052 2.04365 0.002 0.042 0.025 0.05
H -3.79385 -1.27692 2.64668 0.018 0.086 0.017 0.12
H -5.27291 -1.29222 -0.26433 -0.017 -0.045 0.017 0.07
H -5.10582 -0.02969 0.75586 0.001 0.000 -0.028 0.07
H -3.30229 0.38532 -0.74786 0.054 -0.013 -0.044 0.03
N -1.27483 -1.36832 -1.59573 -0.032 -0.082 -0.258 -0.06
C -2.28275 -2.12260 -1.53772 0.031 -0.048 0.117 -0.42
C -2.85310 -2.74959 -2.75003 -0.039 -0.039 -0.038 -0.05
C -3.91191 -3.57060 -2.72331 0.049 0.026 -0.049 -0.12
C -4.54698 -3.93216 -1.46107 -0.009 -0.011 0.075 -0.12
C -4.11690 -3.42327 -0.30259 -0.027 -0.025 0.001 -0.10
C -3.00288 -2.43250 -0.21530 0.028 0.125 -0.028 -0.17
H -2.36821 -2.47708 -3.68126 -0.004 -0.002 -0.004 0.09
H -4.31043 -3.98739 -3.64245 0.008 -0.003 -0.003 0.08
H -5.36648 -4.64287 -1.47364 0.000 0.000 -0.002 0.08
H -4.59229 -3.72171 0.62657 -0.016 0.012 -0.001 0.10
H -2.22976 -2.86530 0.42100 0.026 -0.013 -0.037 0.12
C -1.51555 2.14402 -3.63596 0.026 -0.031 0.088 -0.08
C -0.89455 2.74107 -2.36013 0.114 0.198 0.004 -0.78
C -1.84711 3.80502 -1.78655 0.018 -0.077 0.007 -0.08
C 0.43830 3.41890 -2.72979 -0.063 -0.026 -0.004 -0.08
N -0.67037 1.71862 -1.39810 -0.062 -0.435 0.084 -0.26
H -1.81475 2.91843 -4.35127 0.011 0.006 -0.012 0.06
H -2.38713 1.54636 -3.36163 -0.023 0.023 -0.036 0.07
H -0.79632 1.47746 -4.11890 -0.019 -0.026 0.014 0.06
H -2.09759 4.57505 -2.52529 0.011 0.013 -0.002 0.06
H -1.38515 4.27898 -0.91829 -0.013 -0.017 0.014 0.07
H -2.76511 3.31897 -1.44936 -0.015 0.020 -0.019 0.07
H 0.30575 4.20181 -3.48613 0.003 -0.003 0.003 0.07
H 1.13064 2.66751 -3.11848 0.013 0.005 -0.006 0.06
H 0.88156 3.86031 -1.83505 0.005 0.000 0.002 0.07
```
Forces are in eV/Å.

The value obtained for the molar mass is 575.88 g mol⁻¹. As for the LUMO energy: 2.7 eV. Its charge is -1. The calculation puts the HOMO energy at -3.3 eV. As for the orbital gap: 6.0 eV. The energy is -1906.41383 Eh.

=====

> Which value of charge does entry 2 give?

+2